Molecular formula: C4H9BrOSi
Method: DFT, ωB97M-V with the def2-TZVPD basis set

Atoms and positions in Å:
1 C -0.668 1.067 0.225
2 C -0.754 -1.219 1.325
3 C 0.189 -1.018 -0.978
4 C -0.092 -0.310 0.344
5 O -1.414 1.698 0.926
6 Si 0.051 2.352 -1.134
7 Br 3.310 -0.158 0.646
8 H -1.847 -1.139 1.046
9 H -0.510 -2.272 1.222
10 H -0.609 -0.958 2.372
11 H -0.684 -1.391 -1.639
12 H 0.818 -1.919 -0.583
13 H 0.998 -0.565 -1.553
14 H 0.860 -0.127 0.773
15 H 0.690 2.292 -2.383
16 H -0.339 3.668 -0.611

The calculation puts the lowest unoccupied orbital energy (alpha / beta) at -0.089 / -0.137 Ha. The HOMO energy (alpha / beta) is -9.3 / -7.6 eV. The value obtained for the energy above the lowest of the compared OMol25 structures with the same formula, charge and spin is 4.7605 eV. As for the spin multiplicity: 1. The total energy comes out at -84257.321 eV.

***

Molecular formula: C4H9Cl6Hg2O
Method: DFT, ωB97M-V with the def2-TZVPD basis set

Atoms and positions in Å:
1 Hg -1.734 -3.476 1.753
2 Hg -3.489 -1.976 -1.079
3 C -1.059 -0.386 0.293
4 O -1.823 -1.558 0.494
5 H 0.016 -0.562 0.380
6 H -1.113 -0.039 -0.752
7 H -1.368 0.484 0.873
8 C 3.297 -0.239 0.935
9 Cl 3.655 -1.953 1.107
10 Cl 4.612 0.779 1.440
11 H 3.160 -0.104 -0.144
12 H 2.409 0.047 1.513
13 C -0.641 3.260 2.746
14 Cl 0.967 2.529 2.680
15 Cl -0.466 4.889 2.117
16 H -1.402 2.696 2.221
17 H -0.932 3.317 3.791
18 C -0.802 -1.531 -4.253
19 Cl 0.052 -0.239 -3.480
20 Cl -1.764 -2.520 -2.995
21 H -1.516 -1.195 -4.996
22 H -0.058 -2.222 -4.643

The calculation puts the lowest unoccupied orbital energy at -0.597 Ha. The HOMO energy is -18.2 eV. The value obtained for the energy above the lowest of the compared OMol25 structures with the same formula, charge and spin is 2.7774 eV. As for the spin multiplicity: 1. The net charge is +3. The total energy comes out at -89786.180 eV.

***

Molecular formula: C4H9ClN
Method: DFT, ωB97M-V with the def2-TZVPD basis set

Atoms and positions in Å:
1 C 1.096 -0.128 -0.409
2 C -0.121 -3.057 0.308
3 C 0.607 2.139 0.224
4 C -1.162 0.670 -0.381
5 N 0.242 0.861 -0.278
6 Cl 2.695 0.049 -0.473
7 H 0.203 -3.651 -0.608
8 H 0.338 -3.400 1.258
9 H -1.202 -2.677 0.296
10 H -0.082 2.862 -0.109
11 H 1.697 2.357 0.020
12 H 0.472 2.371 1.227
13 H -1.769 1.451 0.091
14 H -1.448 -0.255 0.132
15 H -1.566 0.409 -1.300

The calculation puts the lowest unoccupied orbital energy (alpha / beta) at -0.196 / -0.270 Ha. The HOMO energy (alpha / beta) is -12.6 / -16.0 eV. The value obtained for the energy above the lowest of the compared OMol25 structures with the same formula, charge and spin is 0.1242 eV. As for the spin multiplicity: 3. The net charge is +1. The total energy comes out at -18293.460 eV.

***

Molecular formula: C4H9ClNO2S
Method: DFT, ωB97M-V with the def2-TZVPD basis set

Atoms and positions in Å:
1 C 1.087 -1.763 -1.172
2 C 0.551 -0.683 1.029
3 C -0.855 0.036 -0.893
4 C 0.523 -0.451 -0.425
5 N 1.623 0.362 -0.809
6 O -1.509 2.757 2.938
7 O -2.814 2.506 0.967
8 S -1.467 2.753 1.481
9 Cl 1.410 2.062 -0.542
10 H 0.440 -2.577 -0.841
11 H 1.086 -1.653 -2.281
12 H 2.055 -1.769 -0.807
13 H 1.498 -0.361 1.363
14 H 0.440 -1.744 1.444
15 H -0.226 -0.171 1.609
16 H -0.985 0.381 -1.894
17 H -1.662 -0.653 -0.822
18 H -1.195 0.966 -0.345

The calculation puts the lowest unoccupied orbital energy (alpha / beta) at 0.066 / 0.066 Ha. The HOMO energy (alpha / beta) is -2.0 / -2.0 eV. The value obtained for the energy above the lowest of the compared OMol25 structures with the same formula, charge and spin is 1.8984 eV. As for the spin multiplicity: 1. The net charge is -1. The total energy comes out at -33234.635 eV.

***

Molecular formula: C4H9ClNO4SSi
Method: DFT, ωB97M-V with the def2-TZVPD basis set

Atoms and positions in Å:
1 C 1.859 1.522 0.523
2 C 0.423 0.199 -2.256
3 C 0.229 -2.175 -0.500
4 C -1.790 0.523 -0.525
5 N 1.484 0.500 0.067
6 O 2.380 2.439 0.947
7 O 1.344 0.213 2.901
8 O -0.336 -0.743 1.638
9 O -0.451 1.737 1.896
10 Si 0.021 -0.298 -0.448
11 S 0.042 0.456 2.356
12 Cl -1.107 0.202 4.084
13 H -0.218 -0.319 -2.995
14 H 0.333 1.257 -2.407
15 H 1.316 -0.241 -2.517
16 H -0.509 -2.527 0.146
17 H 0.253 -2.469 -1.476
18 H 1.193 -2.377 0.144
19 H -2.482 -0.097 0.071
20 H -1.842 1.510 -0.101
21 H -2.142 0.686 -1.547

The calculation puts the lowest unoccupied orbital energy at 0.127 Ha. The HOMO energy is -5.7 eV. As for the spin multiplicity: 1. The net charge is -1. The total energy comes out at -45212.488 eV.

***

Molecular formula: C4H9ClNOP
Method: DFT, ωB97M-V with the def2-TZVPD basis set

Atoms and positions in Å:
1 C -2.727 -1.037 0.448
2 C -1.471 -1.251 0.387
3 C 1.332 1.891 -0.242
4 C 1.592 -0.396 0.582
5 N 0.675 0.680 0.244
6 O -1.500 0.930 -1.327
7 P -0.626 -0.002 -0.656
8 Cl 0.354 -1.250 -2.383
9 H -3.358 -1.687 0.959
10 H -3.130 -0.095 0.206
11 H -1.131 -2.285 0.501
12 H 2.198 2.138 0.484
13 H 1.762 1.609 -1.173
14 H 0.697 2.794 -0.183
15 H 0.922 -1.181 0.935
16 H 2.159 -0.778 -0.289
17 H 2.252 -0.080 1.507

The calculation puts the lowest unoccupied orbital energy at 0.011 Ha. The SMILES is C=C[P@](=O)(Cl)N(C)C. The HOMO energy is -10.0 eV. The value obtained for the energy above the lowest of the compared OMol25 structures with the same formula, charge and spin is 0.3292 eV. As for the spin multiplicity: 1. The total energy comes out at -29642.718 eV.

***

Molecular formula: C4H9ClNPS
Method: DFT, ωB97M-V with the def2-TZVPD basis set

Atoms and positions in Å:
1 C 2.283 -1.777 0.370
2 C 1.018 -1.423 0.607
3 C -1.664 0.246 0.737
4 C -1.194 1.066 -1.607
5 N -0.730 0.476 -0.302
6 P 0.870 0.465 0.151
7 S 2.016 1.117 -1.225
8 Cl 0.968 1.416 1.852
9 H 2.765 -2.752 0.582
10 H 3.047 -1.162 -0.039
11 H 0.155 -1.861 1.113
12 H -2.160 -0.683 0.535
13 H -1.106 -0.016 1.667
14 H -2.244 1.172 1.026
15 H -2.174 0.801 -1.725
16 H -1.336 2.083 -1.383
17 H -0.515 0.833 -2.356

The calculation puts the lowest unoccupied orbital energy at 0.025 Ha. The SMILES is C=C[P@](=S)(Cl)N(C)C. The HOMO energy is -9.0 eV. The value obtained for the energy above the lowest of the compared OMol25 structures with the same formula, charge and spin is 0.0000 eV. As for the spin multiplicity: 1. The total energy comes out at -38430.125 eV.

***

Molecular formula: C4H9ClO
Method: DFT, ωB97M-V with the def2-TZVPD basis set

Atoms and positions in Å:
1 C 0.417 1.286 -0.473
2 C 0.067 0.088 0.208
3 C 0.958 -1.082 -0.001
4 C -1.182 -0.635 -0.053
5 H 1.109 1.970 0.459
6 H 1.444 0.961 -1.446
7 H -0.679 1.857 -1.169
8 H 1.922 -0.970 0.518
9 H 1.476 -1.140 -1.004
10 H 0.376 -2.076 0.384
11 H -0.346 1.603 1.388
12 H -1.339 -1.635 0.510
13 H -1.214 -0.621 -1.039
14 O -0.123 0.336 1.600
15 Cl -2.884 0.057 0.116

The calculation puts the lowest unoccupied orbital energy at 0.011 Ha. The HOMO energy is -9.9 eV. The value obtained for the energy above the lowest of the compared OMol25 structures with the same formula, charge and spin is 6.9550 eV. As for the spin multiplicity: 1. The total energy comes out at -18857.030 eV.

***

Molecular formula: C4H9ClO2
Method: DFT, ωB97M-V with the def2-TZVPD basis set

Atoms and positions in Å:
1 C 1.022 -0.529 0.696
2 C -1.915 -0.742 0.243
3 C 0.172 0.390 -0.177
4 C 0.921 0.783 -1.461
5 O 1.959 1.639 -1.266
6 O -0.934 -0.326 -0.675
7 Cl 1.565 -0.677 -2.457
8 H 0.812 -1.578 0.427
9 H 0.819 -0.492 1.819
10 H 2.158 -0.540 0.458
11 H -2.860 -0.625 -0.159
12 H -2.067 -0.177 1.186
13 H -1.720 -1.726 0.455
14 H -0.369 1.265 0.276
15 H 0.200 1.149 -2.320
16 H 2.729 1.473 -1.846

The calculation puts the lowest unoccupied orbital energy at 0.030 Ha. The SMILES is CO[C@@H](C)[C@@H](O)Cl. The HOMO energy is -10.1 eV. The value obtained for the energy above the lowest of the compared OMol25 structures with the same formula, charge and spin is 1.4073 eV. As for the spin multiplicity: 1. The total energy comes out at -20909.776 eV.

***

Molecular formula: C4H9ClO2
Method: DFT, ωB97M-V with the def2-TZVPD basis set

Atoms and positions in Å:
1 C 0.352 0.279 -1.673
2 C 1.604 1.065 0.807
3 C -1.633 -1.516 0.853
4 C -0.315 0.066 -0.382
5 O 0.659 0.013 0.831
6 O -1.009 -1.100 -0.301
7 Cl -1.402 1.441 0.011
8 H 1.007 -0.563 -1.826
9 H -0.388 0.143 -2.537
10 H 0.941 1.171 -1.718
11 H 2.097 1.012 -0.129
12 H 2.258 0.628 1.574
13 H 1.151 2.092 1.066
14 H -2.158 -2.308 0.520
15 H -2.177 -0.634 1.278
16 H -0.987 -1.791 1.627

The calculation puts the lowest unoccupied orbital energy at 0.034 Ha. The SMILES is COC(C)(Cl)OC. The HOMO energy is -10.2 eV. The value obtained for the energy above the lowest of the compared OMol25 structures with the same formula, charge and spin is 1.3545 eV. As for the spin multiplicity: 1. The total energy comes out at -20909.829 eV.